[1]
# C26H47Si4

A 2-piece molecular cluster, C26H47Si4 overall at a distorted geometry (ωB97M-V with the def2-TZVPD basis set, OMol25).

Properties
- M: 472.0 g/mol
- Frontier orbital gap: 7.4860 eV
- Largest force on an atom: 0.085 hartree/bohr
- Calculated total energy: -2176.71664 hartree
- ΔE to the lowest compared entry with this formula, charge and spin: 0.0 kcal/mol
- Net charge: +1
- E_LUMO: -2.880 eV

Cartesian coordinates (Å):
C (5.4366, -2.0838, -0.9822)
Si (4.4633, -1.7151, 0.5492)
C (4.8650, -2.7287, 2.0461)
C (4.8615, 0.1628, 1.0355)
C (2.6102, -1.8474, 0.1571)
Si (2.7058, -0.0518, 0.6034)
H (-1.7644, -0.6418, -0.3650)
C (1.9687, 0.3828, 2.2718)
Si (0.2710, 0.5207, 3.1492)
C (0.6782, 1.1771, 4.8690)
C (-0.8649, 1.7831, 2.3633)
C (-0.5663, -1.1334, 3.4059)
C (2.4812, 1.1723, -0.7956)
Si (1.3719, 1.7569, -2.2285)
C (1.0460, 3.5904, -2.0223)
C (2.3361, 1.4738, -3.8113)
C (-0.2913, 0.9513, -2.4766)
H (5.0730, -1.5065, -1.8408)
H (6.5030, -1.8784, -0.8486)
H (5.3058, -3.1472, -1.2076)
H (4.2115, -2.5002, 2.8970)
H (4.7178, -3.7802, 1.7789)
H (5.9037, -2.5877, 2.3593)
H (4.4959, 0.5306, 2.0149)
H (5.9566, 0.0857, 1.1854)
H (4.7803, 0.9440, 0.2539)
H (2.3948, -2.1444, -0.8801)
H (2.0617, -2.5470, 0.8072)
H (2.5862, -0.2477, 2.9469)
H (2.4042, 1.3936, 2.4298)
H (-0.2137, 1.2407, 5.5048)
H (1.3930, 0.5038, 5.3563)
H (1.1231, 2.1783, 4.8092)
H (-1.8448, 1.8316, 2.8630)
H (-0.4113, 2.7832, 2.4392)
H (-1.0399, 1.5668, 1.3009)
H (-1.4870, -1.0367, 3.9998)
H (-0.8390, -1.6154, 2.4597)
H (0.1023, -1.8102, 3.9568)
H (2.6885, 2.1403, -0.2820)
H (3.4289, 0.9690, -1.3407)
H (0.2572, 3.9224, -2.7100)
H (0.7180, 3.8170, -1.0000)
H (1.9439, 4.1779, -2.2416)
H (1.7134, 1.7120, -4.6830)
H (3.2264, 2.1099, -3.8503)
H (2.6490, 0.4246, -3.8943)
H (-0.7858, 1.3637, -3.3729)
H (-0.1943, -0.1305, -2.6334)
H (-0.9729, 1.1283, -1.6353)
C (-4.1252, 1.4696, -5.1149)
C (-3.8299, 0.6583, -3.9056)
C (-3.1507, -0.5540, -4.0434)
C (-2.7999, -1.2851, -2.9228)
C (-3.2535, -0.8445, -1.6616)
C (-2.5466, -1.3500, -0.4535)
C (-3.1885, -1.3311, 0.8950)
C (-3.3695, -2.5355, 1.5670)
C (-4.0545, -2.5339, 2.7734)
C (-4.4736, -1.3198, 3.3352)
C (-4.1590, -0.1014, 2.7209)
C (-3.4708, -0.1163, 1.5113)
C (-4.0171, 0.3176, -1.5388)
C (-4.2786, 1.0871, -2.6587)
H (-4.3142, 2.5084, -4.8291)
H (-3.2812, 1.4116, -5.8109)
H (-5.0174, 1.0854, -5.6233)
H (-2.8752, -0.8838, -5.0420)
H (-2.1070, -2.1320, -3.0081)
H (-2.1273, -2.3315, -0.6881)
H (-2.9433, -3.4500, 1.1572)
H (-4.2700, -3.4794, 3.2709)
H (-5.0767, -1.3090, 4.2464)
H (-4.4511, 0.8529, 3.1633)
H (-3.1234, 0.8173, 1.0714)
H (-4.3283, 0.6646, -0.5557)
H (-4.8251, 2.0240, -2.5669)

Cartesian forces (eV/Å) of the 3 atoms listed first:
C 0.2 0.2 0.0
Si 0.7 -2.0 -0.3
C 0.2 0.2 0.1

[2]
# C26H48N2O10

A 6-piece molecular cluster, C26H48N2O10 overall (ωB97M-V with the def2-TZVPD basis set, OMol25).

Properties
- M: 548.7 g/mol
- Frontier orbital gap: 10.4793 eV
- Largest force on an atom: 0.011 hartree/bohr
- Calculated total energy: -1881.39201 hartree
- Structure (SMILES): CC[C@@H](C#N)CC#N.CCOC(C)=O.CCOC(C)=O.CCOC(C)=O.CCOC(C)=O.CCOC(C)=O
- E_LUMO: 0.414 eV

Cartesian coordinates (Å):
C (-6.1572, 1.6768, -3.9242)
C (-7.5190, 0.9582, -3.9966)
C (-8.3473, 1.3904, -5.2363)
C (-8.1496, 0.4524, -6.3473)
N (-7.9755, -0.2751, -7.2159)
C (-9.8482, 1.5783, -4.9387)
C (-10.4391, 0.4517, -4.2138)
N (-10.9102, -0.4267, -3.6528)
H (-5.9548, 2.2514, -4.8318)
H (-6.1157, 2.3732, -3.0878)
H (-5.3414, 0.9690, -3.8037)
H (-7.3377, -0.1104, -4.0674)
H (-8.0915, 1.1353, -3.0884)
H (-7.9741, 2.3581, -5.5776)
H (-9.9758, 2.4795, -4.3374)
H (-10.4091, 1.7192, -5.8636)
C (-2.3456, -2.8275, -2.4653)
C (-3.1611, -2.5837, -1.2149)
O (-4.0952, -1.5011, -1.3834)
C (-5.3133, -1.6685, -1.9197)
C (-5.6691, -2.9754, -2.5900)
O (-6.0819, -0.7413, -1.9052)
H (-2.9655, -3.1445, -3.3053)
H (-1.6026, -3.6018, -2.2737)
H (-1.8249, -1.9139, -2.7521)
H (-3.6806, -3.4827, -0.8813)
H (-2.5042, -2.2664, -0.4101)
H (-5.4076, -2.8992, -3.6458)
H (-6.7447, -3.1092, -2.5118)
H (-5.1722, -3.8454, -2.1708)
C (1.8510, 1.2087, 1.4595)
C (0.3837, 1.1366, 1.1116)
O (0.0307, -0.1457, 0.5592)
C (-0.2444, -1.2017, 1.3362)
C (0.0100, -1.1330, 2.8229)
O (-0.6279, -2.2162, 0.8059)
H (2.1112, 0.4880, 2.2311)
H (2.1119, 2.1989, 1.8300)
H (2.4586, 1.0014, 0.5772)
H (-0.2512, 1.3623, 1.9690)
H (0.1247, 1.8487, 0.3300)
H (1.0305, -1.4687, 3.0092)
H (-0.6770, -1.8189, 3.3117)
H (-0.0997, -0.1448, 3.2582)
C (5.0423, 4.4498, 5.0008)
C (3.5542, 4.3794, 4.7357)
O (3.1556, 3.0919, 4.2487)
C (2.8567, 2.0568, 5.0551)
C (3.1334, 2.1540, 6.5355)
O (2.4251, 1.0563, 4.5467)
H (5.3434, 3.7653, 5.7943)
H (5.3217, 5.4609, 5.2981)
H (5.5934, 4.1862, 4.0985)
H (2.9660, 4.6563, 5.6115)
H (3.2797, 5.0635, 3.9347)
H (4.1406, 1.7793, 6.7178)
H (2.4278, 1.5086, 7.0514)
H (3.0561, 3.1585, 6.9418)
C (2.3750, -4.2156, 1.1105)
C (2.3875, -4.5344, 2.5892)
O (3.5445, -5.2840, 2.9800)
C (4.7186, -4.6969, 3.2960)
C (4.9148, -3.2231, 3.0187)
O (5.5978, -5.3800, 3.7428)
H (3.2137, -3.5768, 0.8304)
H (1.4483, -3.7035, 0.8465)
H (2.4442, -5.1335, 0.5264)
H (2.2937, -3.6359, 3.2010)
H (1.5478, -5.1789, 2.8438)
H (5.3322, -3.1181, 2.0173)
H (5.6390, -2.8442, 3.7344)
H (4.0108, -2.6240, 3.0827)
C (6.8016, 0.7944, -2.5589)
C (5.3625, 0.6831, -2.1028)
O (5.0856, 1.5160, -0.9705)
C (4.7406, 2.8171, -1.0854)
C (4.8703, 3.5085, -2.4224)
O (4.3841, 3.3984, -0.0981)
H (7.0359, 1.7989, -2.9116)
H (6.9919, 0.0942, -3.3727)
H (7.4750, 0.5610, -1.7344)
H (4.6596, 0.8890, -2.9109)
H (5.1541, -0.3258, -1.7501)
H (5.8648, 3.9509, -2.4819)
H (4.1358, 4.3084, -2.4559)
H (4.7250, 2.8606, -3.2820)

Cartesian forces (eV/Å) of the 3 atoms listed first:
C 0.0 0.1 -0.1
C 0.4 0.1 -0.4
C 0.0 0.1 0.3

[3]
# C26H48N2O2PS5Se5SiTa

C26H48N2O2PS5Se5SiTa as an isolated structure at a distorted geometry (ωB97M-V with the def2-TZVPD basis set, OMol25).

Properties
- M: 1215.8 g/mol
- Frontier orbital gap (alpha / beta): 6.0704 / 6.0698 eV
- Largest force on an atom: 0.068 hartree/bohr
- Calculated total energy: -15965.69379 hartree
- ΔE to the lowest compared entry with this formula, charge and spin: 10.0 kcal/mol
- E_LUMO (alpha / beta): -1.348 / -1.349 eV

Cartesian coordinates (Å):
Ta (-0.9939, 1.6047, 1.8623)
O (-3.1592, 7.7184, -1.1543)
C (-2.8317, 6.6424, -0.6801)
S (-3.8837, 5.3009, -0.0926)
C (-2.6915, 4.0951, 0.4270)
C (-1.3863, 4.5049, 0.2481)
S (-0.0111, 3.6006, 0.8044)
S (-1.1596, 5.9793, -0.5818)
S (-3.1193, 2.6295, 1.2473)
Se (-1.1697, 2.8251, 4.1428)
Se (-0.5331, 1.1072, 5.4989)
Se (-2.3940, -0.3294, 5.1696)
Se (-2.4484, -0.2244, 2.8639)
C (3.2802, 2.4529, 0.2465)
Si (3.2319, 2.0935, 2.0646)
C (4.4595, 0.7680, 2.4784)
C (3.4349, 3.5729, 3.2243)
Se (1.3262, 0.9077, 2.5303)
H (3.9442, 3.3087, 0.0607)
H (2.3053, 2.7977, -0.0789)
H (3.6178, 1.6112, -0.3635)
H (5.3837, 1.0899, 2.0011)
H (4.1852, -0.1368, 2.0569)
H (4.6849, 0.6600, 3.6193)
H (4.3348, 4.1910, 3.0019)
H (3.7458, 3.2518, 4.2631)
H (2.5573, 4.2538, 3.2058)
O (-1.1833, 0.6392, 0.0695)
P (-1.2372, -0.4485, -0.9726)
C (0.4896, -0.9615, -1.0579)
C (1.4522, 0.2182, -1.1026)
C (2.5209, 0.0596, -2.1831)
C (3.1223, -1.3357, -2.1550)
C (2.1217, -2.4579, -2.4013)
C (0.6815, -1.8887, -2.1933)
C (-2.4232, -1.6544, -0.2497)
C (-1.7597, -2.5923, 0.7916)
C (-0.9651, -3.7709, 0.2469)
C (-1.9350, -4.6298, -0.6347)
C (-2.5920, -3.8374, -1.7490)
C (-3.2234, -2.5385, -1.2420)
C (-1.9370, 0.0134, -2.6024)
C (-1.0111, 0.9592, -3.4496)
C (-1.0979, 2.4809, -3.2336)
C (-2.5086, 2.8948, -3.4803)
C (-3.4829, 2.1273, -2.6025)
C (-3.4237, 0.5781, -2.6198)
H (0.5655, -1.4342, -0.0304)
H (1.8760, 0.3121, -0.1184)
H (1.1301, 1.2302, -1.3202)
H (3.2960, 0.7644, -2.0602)
H (2.0758, 0.2952, -3.1442)
H (3.5878, -1.4771, -1.1840)
H (3.9576, -1.4187, -2.7967)
H (2.2595, -3.2537, -1.7479)
H (2.1847, -2.9647, -3.3482)
H (-0.0655, -2.6336, -2.1575)
H (0.5386, -1.3210, -3.0444)
H (-3.0817, -0.9621, 0.2625)
H (-2.5771, -3.0105, 1.3389)
H (-1.1444, -2.0577, 1.4873)
H (-0.4963, -4.3764, 1.0503)
H (-0.1135, -3.4385, -0.3256)
H (-2.7628, -4.9983, -0.0397)
H (-1.3250, -5.4055, -1.1355)
H (-3.3904, -4.3808, -2.2031)
H (-1.8787, -3.6290, -2.5425)
H (-4.0571, -2.9534, -0.6838)
H (-3.5692, -2.0169, -2.1540)
H (-1.9878, -0.9754, -3.1047)
H (-1.1423, 0.7031, -4.4998)
H (0.0334, 0.6516, -3.1412)
H (-0.3981, 2.8079, -3.9297)
H (-0.8258, 2.7178, -2.1690)
H (-2.7771, 2.7219, -4.5140)
H (-2.6563, 3.9975, -3.2959)
H (-4.5244, 2.2991, -2.9881)
H (-3.3568, 2.4353, -1.5475)
H (-3.8271, 0.1746, -3.5911)
H (-3.9613, 0.2043, -1.7595)
C (0.9687, -2.5297, 5.1099)
N (1.3679, -2.4032, 3.7365)
C (2.5388, -2.6153, 3.1276)
N (3.6315, -2.8328, 3.9224)
S (2.5815, -2.5230, 1.4797)
H (-0.0786, -2.2406, 5.2317)
H (1.4098, -1.7349, 5.7523)
H (1.0884, -3.5736, 5.4928)
H (0.6545, -2.0620, 3.1001)
H (3.5229, -3.1291, 4.8734)
H (4.4099, -3.0951, 3.3673)

Cartesian forces (eV/Å) of the 3 atoms listed first:
Ta 0.8 0.2 0.1
O 0.5 -2.1 1.0
C 0.2 -0.2 -0.3

[4]
# C26H48N4O6P

A 2-piece molecular cluster, C26H48N4O6P overall at a distorted geometry (ωB97M-V with the def2-TZVPD basis set, OMol25).

Properties
- M: 543.7 g/mol
- Frontier orbital gap: 7.5920 eV
- Largest force on an atom: 0.165 hartree/bohr
- Calculated total energy: -2030.42138 hartree
- Net charge: +1
- E_LUMO: -3.369 eV

Cartesian coordinates (Å):
C (4.1148, -1.1884, 3.4645)
C (3.1651, -0.1834, 2.5312)
C (1.9506, 0.4851, 3.4524)
C (1.0095, 1.5462, 2.5631)
O (-0.2741, 1.1029, 2.1728)
N (-0.4811, 0.3925, 1.0874)
C (-0.3194, -1.0750, 1.5651)
C (-1.0409, -1.3577, 3.0020)
C (-0.8690, -2.9143, 3.5924)
C (0.0026, -3.8519, 2.5347)
C (0.6594, -3.3648, 1.1297)
N (0.4860, -1.9550, 0.6818)
C (0.3814, 0.6098, -0.1162)
C (0.3951, 2.1817, -0.6911)
C (0.6806, 2.1897, -2.3275)
O (1.8404, 3.0121, -2.7229)
C (3.1187, 2.3919, -2.3433)
C (4.1635, 3.3688, -1.4757)
O (3.5314, 1.1585, -2.6564)
C (-0.9128, 3.0525, -0.2305)
P (-1.1650, 4.6727, -1.1951)
O (-1.9118, 5.8871, -0.1345)
O (0.3605, 5.4326, -1.6444)
C (-2.1894, 2.0338, -0.1646)
C (-2.7563, 1.8310, -1.6892)
C (-3.4011, 2.8927, 0.6130)
N (-4.7479, 2.1398, 0.5655)
C (-5.2216, 1.7692, 1.9523)
C (-1.9561, 0.6502, 0.6942)
C (-2.7836, -0.6529, 0.1809)
C (-2.2565, -1.4382, -1.1387)
N (-3.5090, -1.9927, -1.8500)
H (5.0380, -0.6423, 3.9376)
H (4.5517, -1.9862, 2.6914)
H (3.3873, -1.6694, 4.2550)
H (3.8840, 0.7291, 2.2554)
H (2.7822, -0.6893, 1.5481)
H (1.3186, -0.3047, 4.0391)
H (2.5227, 1.1232, 4.2836)
H (1.7457, 2.0097, 1.7825)
H (0.8389, 2.4387, 3.3464)
H (-1.6626, -0.5604, 3.6228)
H (-1.3084, -3.2806, 4.6128)
H (0.1590, -4.9899, 2.8366)
H (1.2647, -4.1684, 0.4869)
H (1.5365, 0.3845, 0.0927)
H (0.1188, -0.0303, -1.0656)
H (1.3402, 2.7443, -0.2250)
H (0.9024, 1.0975, -2.7562)
H (-0.2372, 2.5834, -2.9577)
H (4.6125, 2.8218, -0.5370)
H (3.5318, 4.2916, -1.0582)
H (4.9909, 3.8458, -2.1670)
H (-0.6990, 3.3764, 0.8996)
H (-1.9967, 5.4987, 0.7976)
H (0.4260, 6.3261, -1.1961)
H (-3.7093, 1.1143, -1.7605)
H (-3.1311, 2.8409, -2.2043)
H (-1.9772, 1.3720, -2.4485)
H (-3.1345, 2.9616, 1.7614)
H (-3.6166, 3.9288, 0.1160)
H (-5.4514, 2.6940, 0.0266)
H (-5.7859, 2.6886, 2.4250)
H (-6.0569, 0.9295, 1.8022)
H (-4.4110, 1.2901, 2.6465)
H (-2.4638, 0.8842, 1.7556)
H (-3.8812, -0.2602, -0.0865)
H (-2.9971, -1.4767, 1.0193)
H (-1.5649, -2.3671, -0.9392)
H (-1.7339, -0.7505, -1.9599)
H (-3.3318, -2.9567, -2.2145)
H (-3.7258, -1.3334, -2.6569)
C (1.4469, -4.3208, -3.6342)
C (2.7985, -4.9801, -3.7309)
C (3.3233, -4.8354, -2.3190)
O (2.1839, -4.8513, -1.4479)
C (0.9989, -4.7193, -2.2451)
H (0.7481, -4.6344, -4.4139)
H (1.5603, -3.2317, -3.6924)
H (2.6765, -6.0415, -3.9772)
H (3.4556, -4.5289, -4.4786)
H (3.8357, -3.8774, -2.1816)
H (4.0095, -5.6410, -2.0423)
H (0.4932, -5.6910, -2.2550)
H (0.3299, -3.9824, -1.7921)

Cartesian forces (eV/Å) of the 3 atoms listed first:
C -0.6 -0.2 -1.5
C 0.7 1.1 1.1
C 0.9 0.2 -0.3

[5]
# C26H49F11N6O3PS4

A 2-piece molecular cluster, C26H49F11N6O3PS4 overall at a distorted geometry (ωB97M-V with the def2-TZVPD basis set, OMol25).

Properties
- M: 861.9 g/mol
- Frontier orbital gap: 7.8462 eV
- Largest force on an atom: 0.037 hartree/bohr
- Calculated total energy: -4606.61305 hartree
- Net charge: +1
- E_LUMO: -2.420 eV

Cartesian coordinates (Å):
C (5.2688, -1.7602, 1.1241)
C (5.0630, -0.3928, 0.4756)
C (4.8024, -0.4905, -1.0155)
C (3.4150, -1.0587, -1.3330)
N (2.7852, -0.4126, -2.4818)
C (1.6911, -1.2193, -3.0271)
C (0.6173, -1.4407, -1.9609)
C (-0.7896, -1.3261, -2.5036)
C (-1.7896, -1.6056, -1.3951)
C (-1.5648, -0.6743, -0.1948)
C (-1.4841, -1.5027, 1.0718)
C (-1.0603, -0.6368, 2.2430)
P (0.6737, 0.0102, 1.9770)
N (1.6014, -1.1366, 1.4674)
C (-1.0784, -1.5234, 3.5131)
F (-0.2782, -2.6016, 3.3297)
F (-2.3416, -2.0057, 3.6814)
C (-0.6262, -0.8074, 4.8320)
F (0.6548, -1.1406, 5.0871)
F (-1.4150, -1.1967, 5.8474)
C (-2.1167, 0.4534, 2.4408)
C (-2.4556, 1.2139, 1.1529)
S (-3.9615, 2.1632, 1.6307)
O (-5.1370, 1.4103, 1.3414)
O (-3.7601, 2.4834, 3.0109)
C (-3.9316, 3.8048, 0.7821)
F (-2.6158, 4.1005, 0.6066)
F (-4.5198, 3.7581, -0.4174)
C (-4.5640, 4.9689, 1.6205)
F (-3.8118, 5.2450, 2.7105)
F (-4.5012, 6.0399, 0.7816)
C (-6.0581, 4.7997, 2.0089)
F (-6.2143, 3.8812, 2.9645)
F (-6.4759, 5.9904, 2.4713)
F (-6.7807, 4.4654, 0.9338)
N (-2.6897, 0.3570, -0.0639)
C (-2.6587, 1.2333, -1.3041)
C (-3.8618, 1.1479, -2.2638)
N (-3.9003, 2.4648, -2.8858)
N (-5.1029, 0.9691, -1.5584)
N (-3.6230, 0.1334, -3.3284)
C (2.4061, 0.9098, -2.3153)
S (2.1538, 1.8750, -3.6017)
S (2.0198, 1.5685, -0.6821)
C (3.2843, 2.8329, -0.3971)
C (3.5624, 3.0862, 1.0926)
C (2.4258, 2.7273, 2.0435)
H (4.4884, -2.4475, 0.8158)
H (5.2896, -1.6820, 2.2038)
H (6.1948, -2.1891, 0.7565)
H (5.9714, 0.1834, 0.6425)
H (4.2619, 0.1571, 0.9614)
H (4.8745, 0.5079, -1.4410)
H (5.5609, -1.0939, -1.5052)
H (2.8239, -0.9836, -0.4200)
H (3.5270, -2.1215, -1.5044)
H (2.1049, -2.1656, -3.3521)
H (1.2893, -0.6855, -3.8772)
H (0.8229, -0.7484, -1.1463)
H (0.7363, -2.4353, -1.5371)
H (-0.9160, -2.1075, -3.2504)
H (-0.9887, -0.3923, -3.0180)
H (-2.8204, -1.6066, -1.7391)
H (-1.5852, -2.6153, -1.0621)
H (-0.6663, -0.0909, -0.3305)
H (-2.4918, -1.8710, 1.2718)
H (-0.8302, -2.3483, 0.9204)
H (1.1054, 0.6301, 3.1640)
H (0.5182, 0.9890, 0.9660)
H (2.4033, -1.2988, 2.0585)
H (-0.6678, 0.2782, 4.7600)
H (-1.7270, 1.1966, 3.1250)
H (-3.0187, 0.0481, 2.8860)
H (-1.6473, 1.9025, 0.9477)
H (-3.5628, -0.1710, 0.0199)
H (-1.7696, 1.0288, -1.8820)
H (-2.5872, 2.2677, -1.0023)
H (-4.7384, 2.5585, -3.4438)
H (-3.1109, 2.5782, -3.5102)
H (-5.4169, 0.0143, -1.5174)
H (-5.8344, 1.5856, -1.8659)
H (-4.0369, 0.5165, -4.1665)
H (-4.1662, -0.7041, -3.1481)
H (4.2122, 2.5366, -0.8667)
H (2.9885, 3.7694, -0.8539)
H (4.4434, 2.5285, 1.3897)
H (3.8162, 4.1304, 1.2285)
H (2.6761, 3.0772, 3.0395)
H (2.2953, 1.6509, 2.1093)
H (1.5034, 3.2205, 1.7513)
C (2.5650, -6.4949, -1.5572)
S (3.9916, -5.6953, -0.8145)
O (3.5796, -4.3064, -0.4689)
C (4.9610, -5.5930, -2.3224)
H (1.8100, -6.6147, -0.7833)
H (2.1748, -5.8724, -2.3631)
H (2.8562, -7.4736, -1.9373)
H (4.4090, -5.0312, -3.0763)
H (5.1813, -6.5985, -2.6799)
H (5.8901, -5.0786, -2.0868)

Cartesian forces (eV/Å) of the 3 atoms listed first:
C -0.4 0.3 -0.5
C 0.6 -0.3 0.1
C -0.4 0.4 -0.1

- Number 1 is which compound?
  C26H47Si4

- Which of these has the lowest M?
  C26H47Si4